{"formula": "C21H42ClIN5O", "method": "the ωB97M-V functional and the def2-TZVPD basis", "homo_lumo_gap_ev": 7.995, "molar_mass_g_mol": 542.96, "homo_energy_ev": -12.23, "total_charge": 1, "lumo_ev": -4.24, "species": ["C", "C", "C", "I", "C", "N", "C", "N", "C", "C", "N", "N", "C", "C", "O", "Cl", "N", "H", "H", "H", "H", "H", "H", "H", "H", "H", "H", "H", "H", "H", "H", "C", "C", "C", "C", "C", "C", "H", "H", "H", "H", "H", "H", "H", "H", "H", "H", "H", "H", "H", "H", "C", "C", "C", "C", "C", "C", "H", "H", "H", "H", "H", "H", "H", "H", "H", "H", "H", "H", "H", "H"], "positions_angstrom": [[3.1129, -0.5826, 1.8314], [3.5988, -1.5271, 0.5621], [2.2808, -2.0540, -0.3223], [1.6953, -0.3198, -1.5893], [1.0599, -2.2249, 0.7768], [-0.2259, -1.4393, 0.9722], [-0.7675, -2.1680, 2.1922], [-1.9625, -1.7364, 2.6895], [-2.7518, -2.2874, 3.8472], [-4.2282, -1.5573, 3.8600], [-4.4942, -0.3266, 4.4707], [0.0599, -3.2948, 2.7380], [-0.0613, -4.2399, 3.8989], [1.2642, -5.1456, 4.2262], [1.3643, -6.4853, 4.0273], [2.7974, -4.3142, 4.9309], [1.1628, -3.3001, 1.8532], [4.0219, 0.0768, 2.2362], [2.2626, 0.1951, 1.5341], [2.7361, -1.2055, 2.7640], [4.1136, -2.4913, 0.9815], [4.2556, -0.8944, -0.1713], [2.5047, -3.0218, -0.9410], [-2.3952, -0.8998, 2.1915], [-2.9033, -3.4608, 3.7629], [-2.2083, -2.0204, 4.8749], [-5.1241, -2.1247, 3.3619], [-5.5086, -0.1148, 4.3359], [-1.0351, -4.9008, 3.7097], [-0.2852, -3.5927, 4.8628], [2.0029, -3.9174, 1.8365], [0.5996, 3.8388, -0.9967], [1.3627, 3.3569, 0.2268], [1.2189, 4.2861, 1.4351], [1.7656, 5.7055, 1.2393], [3.2447, 5.7905, 0.8518], [4.1769, 5.2223, 1.9103], [0.9738, 4.8017, -1.3542], [0.7072, 3.1177, -1.8140], [-0.4673, 3.9407, -0.7760], [2.4190, 3.2208, -0.0285], [0.9841, 2.3660, 0.5053], [1.7116, 3.8204, 2.2969], [0.1572, 4.3599, 1.7013], [1.6103, 6.2646, 2.1703], [1.1731, 6.2231, 0.4759], [3.5006, 6.8450, 0.6918], [3.4204, 5.2848, -0.1033], [4.0486, 5.7449, 2.8633], [5.2192, 5.3432, 1.5967], [4.0024, 4.1551, 2.0734], [-1.5741, -1.2865, -6.8570], [-2.6922, -1.8183, -5.9745], [-3.3680, -0.7324, -5.1329], [-2.4567, -0.0226, -4.1243], [-1.7678, -0.9367, -3.1069], [-2.7440, -1.6753, -2.2049], [-0.7591, -0.8607, -6.2658], [-1.1555, -2.0978, -7.4619], [-1.9479, -0.5165, -7.5388], [-2.3055, -2.6162, -5.3318], [-3.4515, -2.2816, -6.6161], [-4.2206, -1.1767, -4.6056], [-3.7928, 0.0238, -5.8046], [-3.0559, 0.7209, -3.5842], [-1.6883, 0.5446, -4.6623], [-1.1099, -0.3228, -2.4798], [-1.1197, -1.6573, -3.6163], [-3.3727, -0.9706, -1.6518], [-2.1963, -2.2825, -1.4764], [-3.3929, -2.3469, -2.7739]]}